(1)
The following is a quantum chemistry calculation of a 22-piece molecular cluster, C34H24BCl84INO8P2 overall, from OMol25.

Structure (ORCA input):
```
! wB97M-V def2-TZVPD RIJCOSX def2/J DEFGRID3
* xyz -1 1
C -0.978 2.017 5.159
C -1.833 2.487 4.237
C -1.733 2.363 2.713
C -1.027 1.106 2.179
C -1.583 -0.227 2.759
C -3.092 -0.271 3.026
O -3.497 -0.170 4.095
I -4.577 -0.580 1.478
O 0.303 1.090 2.703
B 1.094 2.023 1.862
C 2.722 1.979 1.917
C 3.253 3.183 2.733
C 3.017 4.549 1.977
C 2.006 5.445 2.684
O 2.288 6.049 3.650
O 0.725 5.596 2.178
O 0.370 2.088 0.561
C -0.611 1.077 0.628
N -1.614 0.984 -0.391
C -2.665 1.988 -0.393
C -2.225 3.473 -0.449
P 0.432 -0.530 0.247
P 2.041 -0.073 -1.154
O 3.345 -0.211 -0.489
O 1.968 -1.282 -2.286
O 1.827 1.311 -1.968
H 0.096 2.152 5.012
H -1.380 1.515 6.043
H -2.691 3.059 4.614
H -2.780 2.331 2.350
H -1.327 3.306 2.323
H -1.327 -1.119 2.164
H -1.101 -0.359 3.724
H 0.856 3.116 2.396
H 3.110 1.019 2.296
H 3.087 2.146 0.888
H 4.347 3.114 2.875
H 2.809 3.240 3.737
H 2.674 4.313 0.960
H 3.962 5.100 1.961
H 0.738 6.107 1.358
H -1.222 0.805 -1.306
H -3.402 1.861 0.410
H -3.253 1.816 -1.314
H -1.960 3.814 -1.462
H -3.112 4.080 -0.173
H -1.437 3.750 0.257
H 1.117 -0.967 1.403
H 2.304 -2.089 -1.870
H 2.597 1.395 -2.556
C -8.078 2.291 1.184
Cl -9.001 1.186 0.149
Cl -6.580 2.751 0.363
Cl -9.044 3.741 1.503
Cl -7.689 1.484 2.707
C 2.768 -1.020 -6.016
Cl 2.926 -0.108 -7.529
Cl 4.236 -1.971 -5.748
Cl 2.536 0.097 -4.670
Cl 1.375 -2.105 -6.126
C -2.456 7.025 3.309
Cl -0.870 7.797 3.382
Cl -2.292 5.303 3.663
Cl -3.535 7.776 4.501
Cl -3.140 7.231 1.685
C -8.240 -2.841 2.271
Cl -7.961 -1.812 0.859
Cl -6.770 -3.754 2.634
Cl -8.670 -1.838 3.662
Cl -9.565 -3.967 1.928
C 6.055 8.019 3.046
Cl 6.829 7.223 4.425
Cl 6.977 9.474 2.613
Cl 6.020 6.906 1.669
Cl 4.407 8.479 3.480
C -9.568 5.383 5.104
Cl -8.247 6.393 5.705
Cl -8.914 3.879 4.454
Cl -10.688 5.023 6.429
Cl -10.435 6.248 3.822
C 0.314 -2.315 6.166
Cl -0.173 -0.630 5.985
Cl -0.471 -3.017 7.592
Cl -0.187 -3.204 4.718
Cl 2.071 -2.410 6.350
C -2.830 -6.574 3.455
Cl -1.426 -5.530 3.210
Cl -2.583 -7.571 4.896
Cl -4.274 -5.576 3.670
Cl -3.040 -7.613 2.038
C -2.114 -9.100 -2.019
Cl -0.684 -8.204 -1.500
Cl -1.610 -10.538 -2.924
Cl -3.062 -9.571 -0.587
Cl -3.114 -8.072 -3.053
C -10.669 3.623 -2.720
Cl -11.167 5.301 -2.982
Cl -11.633 2.925 -1.412
Cl -10.931 2.692 -4.203
Cl -8.954 3.579 -2.292
C 5.645 -0.126 7.496
Cl 6.802 0.108 8.817
Cl 5.419 -1.859 7.213
Cl 4.096 0.605 7.931
Cl 6.263 0.635 6.026
C -0.955 -7.867 -6.763
Cl 0.446 -6.812 -6.993
Cl -0.700 -8.893 -5.345
Cl -2.403 -6.878 -6.522
Cl -1.173 -8.886 -8.193
C 7.517 -0.889 -7.875
Cl 8.342 -1.788 -6.593
Cl 6.242 -1.897 -8.572
Cl 6.803 0.581 -7.199
Cl 8.681 -0.459 -9.136
C -2.122 -14.076 -0.233
Cl -2.565 -12.367 -0.352
Cl -2.928 -14.804 1.165
Cl -2.625 -14.918 -1.708
Cl -0.368 -14.218 -0.043
C -10.359 -4.075 -2.095
Cl -10.204 -4.307 -3.843
Cl -9.982 -2.397 -1.687
Cl -12.017 -4.444 -1.596
Cl -9.236 -5.155 -1.257
C 10.838 -3.488 -11.429
Cl 11.245 -5.211 -11.457
Cl 9.552 -3.199 -10.252
Cl 12.270 -2.552 -10.976
Cl 10.290 -2.987 -13.036
C -5.100 -10.531 -7.094
Cl -3.915 -10.406 -5.788
Cl -5.368 -12.236 -7.487
Cl -6.624 -9.799 -6.574
Cl -4.492 -9.685 -8.526
C -7.963 -9.780 -2.749
Cl -6.352 -9.052 -2.716
Cl -7.819 -11.534 -2.572
Cl -8.934 -9.129 -1.421
Cl -8.747 -9.407 -4.291
C 10.054 8.096 0.229
Cl 9.462 9.742 -0.047
Cl 9.182 7.373 1.584
Cl 9.791 7.126 -1.229
Cl 11.783 8.145 0.602
C 13.894 6.852 3.693
Cl 14.656 6.058 5.079
Cl 14.822 8.295 3.255
Cl 13.861 5.734 2.321
Cl 12.242 7.321 4.119
C 12.800 11.541 -2.021
Cl 13.708 11.938 -3.488
Cl 11.738 10.166 -2.335
Cl 13.929 11.129 -0.723
Cl 11.827 12.937 -1.534
*
```

## Properties
E in Eh: -41627.80518



(2)
The following is a quantum chemistry calculation of C69H204F2N34O18P11S2V as an isolated structure, from OMol25.

Structure (ORCA input):
```
! wB97M-V def2-TZVPD RIJCOSX def2/J DEFGRID3
* xyz 0 1
O -1.164 -28.951 -21.650
V -0.526 -29.560 -20.353
O 0.765 -30.424 -20.648
N -1.570 -29.416 -18.318
S -3.045 -29.773 -17.827
O -3.674 -28.749 -17.080
O -3.200 -31.176 -17.525
F -3.721 -29.608 -19.390
S -0.651 -28.976 -16.965
O -1.074 -29.737 -15.871
O -0.391 -27.587 -16.880
F 0.713 -29.645 -17.381
O -1.677 -31.246 -20.139
P -1.206 -32.623 -19.963
N -0.279 -33.244 -21.228
C 0.582 -34.456 -21.113
C -0.465 -32.862 -22.610
N -2.574 -33.478 -19.691
C -2.502 -34.965 -19.430
C -3.907 -33.157 -20.281
N -0.306 -32.777 -18.649
C -0.780 -33.157 -17.314
C 1.150 -32.808 -18.652
H 0.572 -34.969 -20.156
H 1.661 -34.361 -21.280
H 0.404 -35.337 -21.826
H 0.540 -32.463 -23.035
H -1.140 -31.951 -22.715
H -0.778 -33.750 -23.181
H -1.510 -35.309 -19.035
H -3.245 -35.068 -18.714
H -2.771 -35.533 -20.311
H -4.671 -33.543 -19.554
H -3.999 -32.066 -20.322
H -3.933 -33.663 -21.339
H 0.015 -32.967 -16.567
H -1.705 -32.685 -17.029
H -1.025 -34.215 -17.207
H 1.563 -32.465 -19.619
H 1.535 -33.832 -18.423
H 1.508 -32.115 -17.908
O -2.491 -32.800 -11.413
P -3.249 -31.569 -11.804
N -3.352 -31.402 -13.460
C -2.610 -32.291 -14.329
C -3.784 -30.258 -14.288
N -2.723 -30.078 -11.361
C -2.910 -29.577 -10.011
C -1.567 -29.538 -12.073
N -4.688 -31.577 -10.975
C -5.677 -30.595 -11.239
C -5.246 -32.649 -10.234
H -3.178 -32.360 -15.212
H -2.487 -33.241 -13.893
H -1.577 -31.938 -14.525
H -4.177 -29.516 -13.666
H -4.476 -30.569 -15.045
H -2.927 -29.879 -14.843
H -1.931 -29.467 -9.531
H -3.434 -28.625 -10.086
H -3.509 -30.251 -9.409
H -1.620 -29.977 -13.093
H -1.585 -28.461 -11.829
H -0.613 -29.948 -11.663
H -5.266 -29.748 -11.753
H -6.550 -31.031 -11.832
H -6.068 -30.151 -10.324
H -4.601 -33.459 -10.217
H -6.224 -33.060 -10.577
H -5.374 -32.365 -9.142
O -4.938 -30.735 -26.509
P -4.050 -31.531 -25.627
N -2.501 -31.117 -25.800
C -2.096 -29.855 -26.452
C -1.359 -31.981 -25.370
N -4.147 -33.220 -25.778
C -3.888 -34.130 -24.748
C -4.963 -33.616 -26.925
N -4.386 -31.367 -23.978
C -3.994 -30.129 -23.300
C -5.634 -31.741 -23.391
H -2.905 -29.497 -27.022
H -1.263 -30.095 -27.104
H -1.827 -29.061 -25.731
H -0.533 -31.321 -25.011
H -0.993 -32.580 -26.193
H -1.580 -32.661 -24.586
H -4.786 -34.572 -24.335
H -3.320 -34.919 -25.168
H -3.298 -33.723 -23.923
H -4.862 -34.742 -27.122
H -6.004 -33.462 -26.619
H -4.652 -33.050 -27.791
H -4.866 -29.514 -23.320
H -3.855 -30.427 -22.240
H -3.089 -29.673 -23.701
H -6.055 -32.775 -23.744
H -6.445 -31.023 -23.551
H -5.461 -31.784 -22.289
O -7.362 -26.508 -21.001
P -8.218 -27.371 -20.153
N -8.950 -26.546 -18.940
C -9.245 -25.121 -19.201
C -9.820 -27.138 -17.949
N -7.356 -28.710 -19.422
C -6.500 -29.367 -20.395
C -6.672 -28.348 -18.193
N -9.392 -28.101 -21.086
C -9.787 -29.449 -20.893
C -9.524 -27.677 -22.408
H -9.957 -24.905 -19.906
H -8.334 -24.493 -19.442
H -9.637 -24.687 -18.308
H -10.716 -26.417 -17.868
H -9.305 -27.220 -16.946
H -10.144 -28.153 -18.283
H -5.975 -28.616 -20.978
H -5.846 -30.067 -19.844
H -7.200 -29.945 -21.021
H -5.740 -27.884 -18.272
H -7.262 -27.760 -17.499
H -6.520 -29.223 -17.559
H -10.891 -29.567 -21.090
H -9.251 -30.048 -21.682
H -9.629 -29.812 -19.812
H -9.635 -26.598 -22.400
H -10.516 -28.041 -22.811
H -8.808 -27.990 -23.070
O 3.724 -25.398 -11.411
P 2.681 -24.579 -12.057
N 1.708 -25.465 -13.061
C 2.287 -26.077 -14.232
C 0.818 -26.365 -12.396
N 3.291 -23.400 -13.090
C 2.630 -22.952 -14.255
C 4.565 -22.672 -12.807
N 1.711 -23.926 -10.914
C 1.767 -24.239 -9.476
C 0.722 -22.963 -11.395
H 2.888 -26.949 -13.971
H 3.023 -25.418 -14.709
H 1.459 -26.366 -14.904
H 1.131 -27.423 -12.568
H -0.164 -26.429 -12.905
H 0.544 -26.247 -11.349
H 3.258 -23.046 -15.132
H 1.778 -23.529 -14.484
H 2.288 -21.881 -14.187
H 5.485 -23.064 -13.308
H 4.366 -21.735 -13.280
H 4.785 -22.534 -11.738
H 2.463 -25.114 -9.390
H 2.262 -23.449 -8.917
H 0.796 -24.514 -9.105
H 0.167 -23.490 -12.253
H 1.235 -22.034 -11.681
H 0.027 -22.821 -10.543
O 0.328 -27.816 -19.681
P 1.212 -26.664 -20.137
N 2.142 -26.340 -18.843
C 2.924 -27.470 -18.140
C 2.587 -25.007 -18.560
N 0.299 -25.361 -20.526
C -0.657 -24.790 -19.539
C 0.797 -24.315 -21.444
N 2.103 -27.012 -21.412
C 3.588 -26.984 -21.447
C 1.508 -27.457 -22.663
H 4.060 -27.437 -18.448
H 2.537 -28.455 -18.440
H 2.796 -27.380 -17.049
H 2.728 -24.934 -17.417
H 1.849 -24.258 -18.719
H 3.469 -24.555 -19.091
H -1.041 -25.547 -18.859
H -0.199 -23.957 -18.997
H -1.517 -24.536 -20.178
H -0.012 -24.091 -22.069
H 1.127 -23.451 -20.892
H 1.733 -24.638 -21.952
H 3.877 -26.241 -22.259
H 3.983 -26.656 -20.460
H 3.929 -27.987 -21.698
H 1.560 -26.749 -23.453
H 0.452 -27.673 -22.558
H 2.128 -28.281 -23.066
O -3.547 -22.916 -13.718
P -3.408 -24.074 -14.590
N -4.789 -24.215 -15.509
C -6.060 -23.529 -15.213
C -4.902 -25.403 -16.289
N -3.073 -25.466 -13.751
C -2.869 -25.409 -12.282
C -3.052 -26.824 -14.294
N -2.152 -24.031 -15.751
C -0.855 -24.715 -15.744
C -2.273 -23.027 -16.785
H -6.735 -24.148 -14.605
H -6.602 -23.319 -16.082
H -5.920 -22.702 -14.601
H -5.618 -26.122 -15.764
H -3.987 -25.916 -16.576
H -5.332 -25.089 -17.242
H -2.595 -24.364 -12.002
H -3.806 -25.640 -11.698
H -2.063 -26.076 -11.817
H -3.801 -26.972 -15.008
H -2.057 -26.993 -14.711
H -3.214 -27.500 -13.458
H -0.829 -25.425 -14.937
H -0.810 -25.267 -16.647
H -0.136 -23.907 -15.642
H -2.745 -23.431 -17.678
H -1.331 -22.600 -17.041
H -2.881 -22.150 -16.461
O -2.573 -23.688 -22.312
P -3.998 -24.000 -22.068
N -4.360 -25.625 -21.855
C -4.702 -26.553 -22.903
C -4.112 -26.283 -20.592
N -4.855 -23.556 -23.470
C -4.280 -22.603 -24.366
C -6.265 -23.532 -23.472
N -4.475 -23.347 -20.608
C -3.740 -22.102 -20.174
C -5.866 -23.477 -20.078
H -5.015 -26.040 -23.831
H -5.517 -27.204 -22.605
H -3.895 -27.238 -23.149
H -4.978 -26.957 -20.514
H -4.107 -25.614 -19.784
H -3.178 -26.871 -20.559
H -4.546 -21.596 -24.124
H -3.154 -22.709 -24.289
H -4.581 -22.816 -25.376
H -6.707 -23.196 -24.352
H -6.695 -24.555 -23.333
H -6.727 -22.859 -22.681
H -3.350 -22.190 -19.191
H -2.931 -21.840 -20.807
H -4.454 -21.282 -20.262
H -6.337 -24.369 -20.449
H -6.383 -22.586 -20.532
H -5.886 -23.490 -18.998
O 1.115 -21.653 -17.377
P 0.999 -20.210 -17.273
N -0.279 -19.540 -18.132
C -1.282 -20.397 -18.757
C -0.456 -18.115 -18.163
N 2.309 -19.243 -17.706
C 3.491 -19.384 -16.928
C 2.517 -18.913 -19.125
N 0.838 -19.818 -15.681
C 0.038 -20.821 -14.961
C 0.557 -18.444 -15.213
H -2.253 -20.272 -18.264
H -0.962 -21.361 -18.884
H -1.457 -20.019 -19.755
H -1.377 -17.763 -17.802
H -0.421 -17.718 -19.191
H 0.376 -17.583 -17.597
H 4.201 -18.562 -17.161
H 3.227 -19.356 -15.854
H 3.924 -20.371 -17.220
H 3.192 -19.615 -19.634
H 1.567 -18.842 -19.575
H 2.965 -17.922 -19.167
H 0.216 -21.824 -15.250
H 0.240 -20.694 -13.875
H -1.037 -20.566 -15.077
H 0.439 -18.211 -14.147
H -0.422 -18.046 -15.541
H 1.350 -17.877 -15.655
O 4.473 -29.542 -16.093
P 5.240 -29.755 -14.842
N 4.452 -30.677 -13.698
C 4.588 -32.139 -13.793
C 3.268 -30.171 -12.938
N 5.510 -28.351 -13.883
C 5.888 -28.370 -12.508
C 5.915 -27.169 -14.621
N 6.670 -30.540 -15.112
C 7.518 -30.917 -13.997
C 6.955 -31.246 -16.384
H 5.187 -32.520 -12.946
H 4.928 -32.572 -14.716
H 3.582 -32.597 -13.696
H 3.324 -30.711 -12.012
H 2.319 -30.461 -13.454
H 3.356 -29.086 -12.782
H 6.992 -28.399 -12.244
H 5.446 -27.475 -12.036
H 5.358 -29.187 -12.041
H 5.613 -27.392 -15.626
H 5.301 -26.331 -14.251
H 6.982 -26.953 -14.536
H 7.750 -30.162 -13.312
H 7.113 -31.836 -13.483
H 8.574 -31.160 -14.399
H 7.045 -32.326 -16.232
H 7.849 -30.878 -16.832
H 6.185 -31.072 -17.141
O -8.928 -34.986 -16.820
P -8.169 -34.063 -15.962
N -7.684 -32.665 -16.679
C -8.856 -31.863 -17.152
C -6.778 -32.925 -17.728
N -6.747 -34.670 -15.453
C -5.746 -33.971 -14.648
C -6.345 -36.024 -15.894
N -9.087 -33.488 -14.739
C -8.633 -32.537 -13.776
C -10.441 -33.956 -14.507
H -9.443 -32.294 -17.976
H -8.554 -30.879 -17.503
H -9.549 -31.690 -16.332
H -6.556 -32.070 -18.369
H -7.169 -33.650 -18.491
H -5.879 -33.382 -17.293
H -4.821 -33.987 -15.242
H -6.031 -33.000 -14.317
H -5.485 -34.587 -13.767
H -5.222 -36.023 -15.707
H -6.762 -36.890 -15.404
H -6.462 -36.199 -16.972
H -8.628 -33.085 -12.832
H -7.695 -32.077 -14.035
H -9.400 -31.848 -13.589
H -11.141 -33.106 -14.431
H -10.669 -34.481 -13.581
H -10.835 -34.591 -15.323
C 0.798 -33.768 -11.590
C 0.129 -34.113 -12.867
O 0.376 -33.428 -13.833
C -0.860 -35.179 -12.966
H 1.794 -34.228 -11.672
H 0.229 -33.990 -10.636
H 0.899 -32.699 -11.595
H -1.275 -35.082 -13.981
H -1.647 -35.014 -12.220
H -0.492 -36.194 -12.880
*
```

## Properties
E in Eh: -11662.92516



What orbital gap values result from the calculations? In sequence: 5.5 8.6 eV.